## one
ORCA calculation (ωB97M-V with the def2-TZVPD basis set) on the ion C6H11N with charge +1.

Atoms and positions in Å:
C (0.95, 0.89, 1.56)
N (2.90, -0.64, -0.08)
C (1.43, -0.88, -0.02)
C (0.46, 0.12, 0.31)
C (-0.77, 0.46, -0.53)
C (-1.97, -0.14, -0.26)
C (-3.15, 0.12, -1.15)
H (1.79, 1.71, 1.35)
H (1.22, 0.18, 2.38)
H (0.21, 1.62, 1.92)
H (3.60, -1.44, 0.06)
H (3.33, 0.13, 0.38)
H (1.26, -1.97, 0.14)
H (-0.79, 1.21, -1.33)
H (-2.06, -1.11, 0.29)
H (-3.10, 1.20, -1.44)
H (-4.20, 0.01, -0.60)
H (-3.19, -0.47, -2.04)

Values from the calculation:
**HOMO energy (alpha / beta)**: -13.8 / -13.7 eV
**⟨S²⟩**: 0.756
**Kohn-Sham gap (alpha / beta)**: 8.287 / 7.255 eV
**Net charge**: +1
**LUMO (alpha / beta)**: -5.5 / -6.5 eV
**2S+1**: 2

=====

## two
ORCA calculation (ωB97M-V with the def2-TZVPD basis set) on the ion C6H11N with charge +1.

Atoms and positions in Å:
C (2.15, -1.19, 2.07)
C (1.00, -1.13, 1.33)
N (1.05, -0.94, 0.01)
C (-0.12, -0.99, -0.85)
C (-1.82, 2.52, -0.80)
C (-1.06, 1.28, -1.18)
C (-1.08, 0.13, -0.50)
H (3.11, -1.05, 1.58)
H (2.15, -1.33, 3.14)
H (0.02, -1.32, 1.74)
H (1.84, -0.38, -0.31)
H (-0.54, -1.99, -0.79)
H (0.17, -0.86, -1.89)
H (-2.28, 2.38, 0.17)
H (-2.50, 2.76, -1.61)
H (-1.12, 3.34, -0.66)
H (-0.56, 1.31, -2.14)
H (-1.58, 0.04, 0.46)

Values from the calculation:
**HOMO energy (alpha / beta)**: -13.7 / -13.7 eV
**⟨S²⟩**: 0.773
**Kohn-Sham gap (alpha / beta)**: 10.122 / 6.539 eV
**Net charge**: +1
**LUMO (alpha / beta)**: -3.6 / -7.2 eV
**2S+1**: 2

=====

## three
ORCA calculation (ωB97M-V with the def2-TZVPD basis set) on the ion C6H11N with charge +1.

Atoms and positions in Å:
C (-2.12, -0.64, -0.38)
N (-0.55, 1.71, 0.30)
C (0.03, 0.50, 0.28)
C (-0.64, -0.61, -0.27)
C (0.09, -1.86, -0.59)
C (2.30, 1.40, 0.70)
C (1.43, 0.39, 0.71)
H (-2.40, -0.78, -1.43)
H (-2.57, 0.26, 0.02)
H (-2.55, -1.48, 0.15)
H (0.03, 2.41, 0.76)
H (-1.02, 2.11, -0.50)
H (0.97, -1.60, -1.20)
H (0.45, -2.42, 0.27)
H (-0.50, -2.44, -1.31)
H (3.25, 1.25, 1.17)
H (2.08, 2.36, 0.24)
H (1.72, -0.58, 1.08)

Values from the calculation:
**HOMO energy (alpha / beta)**: -13.6 / -15.0 eV
**⟨S²⟩**: 0.758
**Kohn-Sham gap (alpha / beta)**: 9.174 / 8.344 eV
**Net charge**: +1
**LUMO (alpha / beta)**: -4.4 / -6.7 eV
**2S+1**: 2

=====

Stability check: which of them is least stable? one.